Record 1
Here is a molecular structure, C45H63BIrN6O3S4 from the OMol25 dataset. Energies are from ωB97M-V/def2-TZVPD.

Its frontier orbital gap (spin up / spin down) is 0.2286 / 0.2027 Ha. As for the HOMO energy (spin up / spin down): -12.0 / -12.0 eV. Its spin multiplicity is 2. The calculation puts the LUMO energy (spin up / spin down) at -5.8 / -6.5 eV. The charge is +2. For the max |F|, the calculation gives 0.65 eV Å⁻¹. The energy above the lowest of the compared OMol25 structures with the same formula, charge and spin is 0.0 kJ/mol.

Atoms and positions in Å:
Ir 0.9501 -0.1502 -0.7846
C -3.0104 2.1843 5.0008
C -1.6484 1.4737 4.9800
C -0.7121 2.1524 5.9896
C -1.8449 0.0175 5.4097
C -1.0728 1.5661 3.5680
C -1.1427 0.5054 2.6690
C -0.6208 0.6742 1.4039
N -0.6892 -0.2786 0.3315
C -1.8311 -0.2631 -0.4230
C -3.1060 -0.5070 0.1057
C -4.1946 -0.4810 -0.7261
C -3.9957 -0.0629 -2.0772
C -2.7872 0.2455 -2.6479
C -1.6452 0.0461 -1.8168
O -0.4182 0.1775 -2.2269
C -2.7655 0.7822 -4.0878
C -3.6758 2.0197 -4.1501
C -3.3054 -0.3009 -5.0330
C -1.3854 1.2152 -4.5931
C -5.5960 -0.8259 -0.2426
C -6.3834 -1.5552 -1.3427
C -5.5498 -1.7205 0.9994
C -6.3147 0.4880 0.1074
C 0.0681 1.8284 1.0012
O 0.7063 1.7765 -0.1953
C 0.0702 2.9441 1.8535
C -0.5129 2.7591 3.1101
C 0.5890 4.3151 1.4125
C 0.5612 5.3361 2.5531
C -0.3320 4.8082 0.2849
C 2.0341 4.2558 0.9019
H -3.4462 2.1429 6.0008
H -2.9087 3.2330 4.7177
H -3.7063 1.7112 4.3052
H -1.0590 1.9564 7.0048
H 0.3083 1.7718 5.9018
H -0.6853 3.2347 5.8632
H -2.1529 -0.0170 6.4549
H -2.6254 -0.4785 4.8297
H -0.9204 -0.5581 5.3140
H -1.6189 -0.4302 2.9310
H -3.1966 -0.7398 1.1570
H -4.8796 0.0544 -2.6888
H -4.6950 1.8019 -3.8328
H -3.2862 2.8189 -3.5170
H -3.7194 2.3901 -5.1751
H -4.3402 -0.5611 -4.8077
H -3.2684 0.0532 -6.0644
H -2.7049 -1.2117 -4.9647
H -0.9053 1.9250 -3.9206
H -0.7167 0.3671 -4.7331
H -1.5147 1.7012 -5.5612
H -5.8041 -2.3718 -1.7794
H -7.2932 -1.9790 -0.9181
H -6.6896 -0.8838 -2.1450
H -4.9687 -2.6273 0.8145
H -5.1284 -1.2057 1.8639
H -6.5622 -2.0205 1.2687
H -6.3297 1.1685 -0.7459
H -7.3477 0.2828 0.3927
H -5.8219 0.9942 0.9389
H -0.5178 3.6010 3.7862
H -0.4544 5.5669 2.8772
H 1.1324 4.9936 3.4190
H 1.0075 6.2686 2.2063
H -1.3609 4.8918 0.6375
H -0.0101 5.7912 -0.0645
H -0.3119 4.1199 -0.5621
H 2.6998 3.9662 1.7207
H 2.1550 3.5627 0.0733
H 2.3426 5.2508 0.5767
C 1.1108 -1.4471 -4.4932
N 2.3769 -1.9092 -3.9266
C 2.9905 -3.1011 -4.2273
C 4.1997 -3.0855 -3.6161
N 4.3314 -1.8922 -2.9467
B 5.7327 -1.3386 -2.4638
N 5.6115 -0.8639 -0.9732
C 6.1835 -1.3953 0.1479
C 6.0427 -0.4956 1.1596
N 5.3548 0.5745 0.6515
C 5.0543 1.8187 1.3529
C 5.0952 0.3197 -0.6417
S 4.2862 1.4048 -1.7367
C 3.2072 -1.2097 -3.1399
S 2.6349 0.3351 -2.4600
H 0.5752 -2.3125 -4.8744
H 1.3103 -0.7603 -5.3146
H 0.5096 -0.9555 -3.7321
H 2.5247 -3.8344 -4.8617
H 4.9964 -3.8077 -3.6218
H 6.5417 -2.2094 -2.5660
H 5.9738 -0.3655 -3.1144
H 6.6742 -2.3523 0.1312
H 6.3977 -0.5116 2.1751
H 5.2854 1.6860 2.4054
H 4.0028 2.0604 1.2266
H 5.6566 2.6311 0.9507
S 3.0374 -0.5730 3.2605
C 2.3154 0.1178 1.8849
N 2.2658 -0.6211 0.8086
C 2.9128 -1.8508 1.0349
C 3.1883 -2.8442 0.0920
C 3.8756 -3.9689 0.4968
C 4.2984 -4.1290 1.8234
C 4.0655 -3.1427 2.7564
C 3.3838 -1.9992 2.3420
H 1.9003 1.1125 1.9367
H 2.8627 -2.7293 -0.9279
H 4.1027 -4.7424 -0.2260
H 4.8220 -5.0293 2.1150
H 4.4142 -3.2439 3.7754
C -0.0543 -4.5851 -1.9499
S -0.4865 -3.0566 -1.1367
C -0.3969 -3.6249 0.5561
O 0.7864 -2.2238 -1.3544
H 0.9735 -4.8348 -1.6896
H -0.1644 -4.4469 -3.0231
H -0.7424 -5.3595 -1.6127
H -1.2010 -4.3415 0.7216
H -0.5330 -2.7495 1.1888
H 0.5799 -4.0780 0.7261

***

Record 2
Here is 11 unconnected molecules or ions with the total composition C28H81N3O11 at a distorted geometry from the OMol25 dataset. Energies are from ωB97M-V/def2-TZVPD.

Its frontier orbital gap is 0.3466 Ha. As for the HOMO energy: -9.2 eV. The calculation puts the LUMO energy at 0.2 eV. The charge is 0. For the max |F|, the calculation gives 2.55 eV Å⁻¹. The energy above the lowest of the compared OMol25 structures with the same formula, charge and spin is 357.9 kJ/mol.

Atoms and positions in Å:
C -0.4190 -1.7649 -0.7816
O -0.4878 -0.7995 0.2443
C -0.0551 0.5536 -0.0932
C -0.2040 1.5571 1.0083
C 0.5435 1.1814 2.2964
N -1.5826 1.6030 1.4113
H 0.6333 -1.9793 -0.9679
H -0.8978 -1.3543 -1.6705
H -1.0920 -2.6001 -0.5879
H 0.9728 0.4935 -0.4509
H -0.6399 0.8132 -0.9757
H 0.1821 2.5353 0.7218
H 0.2761 1.8332 3.1281
H 1.6002 1.4441 2.2457
H 0.4059 0.1197 2.5009
H -1.7660 0.6277 1.5989
H -2.2120 1.7792 0.6413
C -1.1135 -7.8600 -2.3550
O 0.1749 -7.7389 -1.7494
C 1.3019 -7.4304 -2.5116
C 1.6655 -8.5569 -3.5743
C 1.9192 -9.9395 -2.8527
N 2.8798 -8.1565 -4.2769
H -1.2584 -7.1425 -3.1627
H -1.9190 -7.8428 -1.6208
H -1.2077 -8.7999 -2.8989
H 1.1713 -6.4542 -2.9786
H 2.1431 -7.2832 -1.8342
H 0.8283 -8.7172 -4.2537
H 1.0249 -10.1743 -2.2754
H 2.6457 -9.6692 -2.0864
H 2.1948 -10.7152 -3.5671
H 3.0973 -8.8217 -5.0052
H 2.5610 -7.3148 -4.7353
C 4.9753 -1.5294 -2.8675
O 5.6220 -0.7429 -1.8496
C 5.4821 -1.1389 -0.5409
C 6.0831 -0.0621 0.3248
C 7.6496 -0.0571 0.1863
N 5.5553 -0.2067 1.6748
H 5.0443 -1.1476 -3.8862
H 3.8994 -1.4858 -2.6987
H 5.3430 -2.5546 -2.8234
H 4.4432 -1.3073 -0.2572
H 5.8884 -2.1266 -0.3230
H 5.7630 0.9162 -0.0338
H 8.0116 0.7952 0.7613
H 7.9670 0.1266 -0.8401
H 8.0611 -1.0155 0.5030
H 4.5557 -0.0687 1.6331
H 5.7874 0.5807 2.2632
C -4.3888 -0.0102 6.5436
C -3.8766 1.2916 7.0870
O -4.3446 2.3800 6.3266
H -3.9546 -0.8753 7.0447
H -4.2720 -0.1046 5.4640
H -5.4669 -0.1692 6.5654
H -2.7909 1.3749 7.1353
H -4.2197 1.4336 8.1118
H -3.8276 3.1502 6.5737
C 4.9013 5.8187 4.0375
C 4.3313 4.8959 5.0548
O 4.8586 3.6147 4.8709
H 5.9767 5.8849 4.2022
H 4.2965 6.7255 4.0332
H 4.7651 5.3986 3.0410
H 3.2522 4.8486 4.9091
H 4.5937 5.2546 6.0501
H 4.8270 3.2103 5.7410
C -6.1208 -2.1187 -2.5574
C -6.9350 -1.5528 -3.7178
O -6.1052 -0.6965 -4.4197
H -6.7591 -2.7157 -1.9061
H -5.7402 -1.3779 -1.8542
H -5.3431 -2.8028 -2.8970
H -7.7523 -0.9256 -3.3618
H -7.4272 -2.3121 -4.3255
H -6.4675 -0.3956 -5.2562
C -1.6041 -2.1847 -7.8725
C -0.7608 -1.2013 -7.0310
O 0.6292 -1.2158 -7.3783
H -1.6315 -3.1640 -7.3946
H -1.1815 -2.3852 -8.8571
H -2.6353 -1.8346 -7.9184
H -0.8812 -1.3335 -5.9558
H -1.1637 -0.2042 -7.2084
H 0.6840 -0.9344 -8.2945
C 2.0310 -5.0415 2.9849
C 1.7091 -5.1427 4.5043
O 2.8624 -5.3803 5.2016
H 2.3797 -5.9780 2.5497
H 2.8025 -4.2978 2.7859
H 1.1278 -4.7308 2.4597
H 0.9050 -5.8473 4.7167
H 1.2855 -4.2053 4.8649
H 3.5539 -4.8191 4.8434
C -1.9044 6.3928 4.4516
C -1.3393 6.1548 5.9083
O -2.3720 5.9317 6.8088
H -2.5199 7.2921 4.4748
H -2.4857 5.5139 4.1729
H -1.1361 6.5230 3.6894
H -0.8120 7.0482 6.2429
H -0.6795 5.2873 5.9192
H -3.1713 6.3359 6.4633
C -5.4568 3.6825 -2.0177
C -4.6696 3.8127 -3.3178
O -3.8748 2.6787 -3.4699
H -6.1451 2.8382 -2.0566
H -6.0974 4.5508 -1.8632
H -4.7708 3.4397 -1.2063
H -4.0526 4.7058 -3.2191
H -5.3567 3.9523 -4.1524
H -4.4689 1.9459 -3.6478
C -0.1110 9.4005 -1.6203
C -1.1988 8.5025 -1.1219
O -2.3137 8.6147 -1.9945
H -0.1314 10.3990 -1.1836
H -0.0251 9.4493 -2.7058
H 0.8500 9.0817 -1.2168
H -1.4802 8.8207 -0.1181
H -0.8362 7.4767 -1.0561
H -3.0611 8.4431 -1.4170

***

Record 3
Here is a molecular structure, C39H60AsBiF6N4OSbSi2 at a distorted geometry from the OMol25 dataset. Energies are from ωB97M-V/def2-TZVPD.

Its frontier orbital gap (spin up / spin down) is 0.1745 / 0.1707 Ha. As for the HOMO energy (spin up / spin down): -12.9 / -12.9 eV. Its spin multiplicity is 2. The calculation puts the LUMO energy (spin up / spin down) at -8.2 / -8.3 eV. The charge is +2. For the max |F|, the calculation gives 3.42 eV Å⁻¹. The energy above the lowest of the compared OMol25 structures with the same formula, charge and spin is 197.8 kJ/mol.

Atoms and positions in Å:
Bi 0.8142 0.7292 0.0474
C -2.2632 4.9556 -2.4372
C -1.6580 4.7895 -1.1077
C -2.3961 4.2591 -0.0161
C -1.8505 4.0853 1.2820
C -2.5822 3.3498 2.4075
C -0.5320 4.5505 1.4294
C 0.2289 5.0906 0.3815
C 1.6280 5.6185 0.6885
C -0.3471 5.1735 -0.8890
H -2.1469 5.9883 -2.7789
H -3.3315 4.6950 -2.3883
H -1.7919 4.3159 -3.1748
H -3.3941 3.8489 -0.2188
H -3.2689 4.0175 2.9468
H -1.8211 2.9975 3.1100
H -3.1577 2.5113 2.0195
H -0.0689 4.5725 2.4126
H 2.0047 6.1820 -0.1893
H 2.2904 4.8065 0.9385
H 1.5884 6.2721 1.5711
H 0.2827 5.5846 -1.7131
C -4.8332 -3.4848 1.5112
C -4.7605 -2.7176 0.1778
C -4.4259 -3.6868 -0.9504
C -6.1321 -2.0728 -0.1167
C -3.7035 -1.6279 0.2245
C -3.4452 -0.8525 -0.8935
C -2.3559 0.0136 -0.8902
N -1.5740 0.2334 0.1777
C -1.8201 -0.4841 1.2960
C -2.8821 -1.4224 1.3237
C -1.1016 -0.3102 2.5084
C -1.5575 -0.9372 3.7015
C -0.7033 -1.1091 4.7736
C 0.5483 -0.4787 4.6739
C 0.9194 0.2294 3.5478
N 0.1063 0.3386 2.4818
C -0.9822 -2.0662 5.9147
C -0.0400 -1.8818 7.1059
C -0.8269 -3.4804 5.3414
C -2.4423 -1.9032 6.4125
H -5.6333 -4.2035 1.4915
H -5.0262 -2.8258 2.3426
H -3.9104 -3.9957 1.7255
H -5.2011 -4.4347 -1.0136
H -3.4524 -4.1625 -0.8288
H -4.4035 -3.1419 -1.9033
H -6.8910 -2.8794 -0.0310
H -6.1579 -1.5992 -1.1127
H -6.3645 -1.3176 0.6635
H -4.1064 -0.8138 -1.7341
H -2.1518 0.6205 -1.7806
H -2.9910 -2.0139 2.1974
H -2.6294 -1.2409 3.7689
H 1.1965 -0.3882 5.5478
H 1.8824 0.7242 3.5202
H 0.9927 -2.1095 6.8101
H -0.2919 -2.5095 7.9479
H -0.0826 -0.8585 7.4122
H 0.1346 -3.6050 4.8700
H -1.5960 -3.7002 4.5350
H -0.8900 -4.2537 6.1329
H -2.7255 -0.8680 6.4563
H -2.6417 -2.3808 7.3856
H -3.1236 -2.3424 5.6510
N 5.2130 -5.5000 -0.1517
C 4.0889 -5.1345 -0.7971
O 3.8860 -5.5178 -1.9307
C 3.1591 -4.2040 -0.1105
C 1.8801 -3.9811 -0.6836
C 1.1651 -2.8149 -0.3477
N 1.7093 -1.8118 0.3687
C 2.8983 -2.0600 1.0138
C 3.5928 -3.2343 0.8178
H 5.7742 -6.2282 -0.5857
H 5.3454 -5.4180 0.8621
H 1.5683 -4.7051 -1.4210
H 0.1621 -2.6916 -0.7898
H 3.3225 -1.3385 1.7192
H 4.4710 -3.3904 1.4198
C 4.4902 1.5033 -3.5017
Si 2.8875 2.4488 -4.0434
C 3.0432 4.1797 -3.2807
C 2.8045 2.6645 -5.9943
As 0.8422 1.4468 -3.3112
Si 0.4901 -0.1952 -5.0035
C -0.6577 0.5666 -6.4041
C -0.4926 -1.6156 -4.1247
C 2.0328 -1.0629 -5.6693
H 5.3475 2.1332 -3.8827
H 4.5760 0.5012 -3.9242
H 4.5387 1.5369 -2.4039
H 3.8056 4.7613 -3.8642
H 3.3646 4.1164 -2.2290
H 2.1236 4.7934 -3.4024
H 3.6316 3.3266 -6.3777
H 1.8410 3.0698 -6.3025
H 2.8520 1.7250 -6.5024
H -1.4161 1.2070 -5.9102
H -1.1231 -0.1827 -7.0542
H -0.0439 1.2152 -7.0876
H -1.4394 -1.2207 -3.7307
H 0.0851 -2.0672 -3.3093
H -0.7491 -2.4034 -4.8026
H 2.6268 -0.4111 -6.3364
H 1.6927 -1.9264 -6.2872
H 2.6953 -1.4750 -4.8506
F 3.3243 0.8197 0.1538
Sb 4.6583 1.9091 1.0911
F 4.3931 0.7821 2.6803
F 5.9211 0.6661 0.4022
F 5.8159 2.9698 2.0912
F 4.5873 2.9758 -0.5223
F 3.0638 2.8792 1.6131

***

Record 4
Here is a gas-phase ion, C5H12N2O (charge +2) at a distorted geometry from the OMol25 dataset. Energies are from ωB97M-V/def2-TZVPD.

Its frontier orbital gap is 0.4036 Ha. As for the HOMO energy: -17.8 eV. The calculation puts the LUMO energy at -6.8 eV. The charge is +2. For the max |F|, the calculation gives 1.76 eV Å⁻¹. The energy above the lowest of the compared OMol25 structures with the same formula, charge and spin is 8.7 kJ/mol.

Atoms and positions in Å:
N 0.6129 -2.2577 -2.2754
C 0.0976 -1.0220 -1.6006
C 0.8901 -0.2431 -0.8895
C 0.2544 0.9675 -0.1812
C -0.0393 0.6818 1.2880
N -0.3518 1.9881 2.0106
C -1.2909 -0.2357 1.3385
O -1.1201 -1.4129 1.3488
H 1.4237 -2.0509 -2.8605
H -0.1281 -2.6993 -2.8274
H 0.9156 -2.9334 -1.5668
H -0.9523 -0.8482 -1.7850
H 1.9544 -0.3406 -0.7255
H 1.0138 1.7458 -0.2496
H -0.5940 1.3210 -0.7519
H 0.7302 0.1452 1.8250
H -0.8183 2.6521 1.3903
H -0.8171 1.8134 2.9010
H 0.5067 2.4792 2.3106
H -2.2876 0.2495 1.3007

***

The lowest charge belongs to which entry?
C28H81N3O11

***

Which formula does entry 4 have?
C5H12N2O

***

Which formula does entry 3 have?
C39H60AsBiF6N4OSbSi2

***

max |F| of number 2 (C28H81N3O11)?
2.55 eV Å⁻¹